DFT (ωB97M-V/def2-TZVPD) results for C3H6O4 in the gas phase.

Calculated values
Multiplicity ... 1
Molar mass ... 106.1 g/mol
Net charge ... 0
ΔE to the lowest compared entry with this formula, charge and spin ... 1.787 eV
Structure (SMILES) ... O/C=C/C(O)(O)O

Structure (XYZ):
```
13
Properties=species:S:1:pos:R:3:forces:R:3:lowdin_charge:R:1
C -0.57514 0.38998 0.62082 -1.384 0.126 -3.332 0.029
C 0.46338 0.12204 1.36825 0.651 -1.240 -0.253 -0.233
C -0.51252 -0.27282 -0.82973 -0.796 0.509 0.317 -0.642
O 0.67821 0.50435 2.62763 0.766 0.447 1.171 0.030
O -1.83869 -0.47008 -1.30203 0.678 1.428 -0.964 0.002
O 0.15110 0.56659 -1.81321 1.514 -2.023 0.382 -0.012
O 0.12099 -1.50913 -0.84560 -0.616 -1.837 -0.042 -0.006
H -1.47892 1.04763 0.66515 1.220 -0.574 0.716 0.134
H 1.16544 -0.61100 0.93525 -0.103 0.491 0.411 0.134
H 1.57548 0.25156 2.92051 -0.787 0.143 -0.320 0.120
H -1.81842 0.09013 -2.12535 -0.419 -0.933 0.972 0.128
H 0.94004 -0.00269 -2.14355 -2.028 1.415 0.788 0.151
H -0.55915 -2.26220 -0.91584 1.305 2.047 0.154 0.165
```
Forces are in eV/Å.

***

DFT (ωB97M-V/def2-TZVPD) results for C2H7N3S in the gas phase.

Calculated values
Multiplicity ... 1
Molar mass ... 105.2 g/mol
Net charge ... 0
ΔE to the lowest compared entry with this formula, charge and spin ... 0.686 eV
Structure (SMILES) ... [H]/N=C(\CN)NS

Structure (XYZ):
```
13
Properties=species:S:1:pos:R:3:forces:R:3:lowdin_charge:R:1
C 0.69988 0.59851 -0.41038 -1.061 0.707 0.400 -0.263
C -0.79824 0.28093 -0.37116 1.053 -0.414 -2.348 -0.520
H 1.10378 -1.35940 -0.49912 0.034 -0.220 -0.117 0.079
H 2.44774 -0.51075 -0.17660 0.075 0.451 -0.078 0.077
H 0.91229 0.91563 -1.38820 0.208 0.697 -1.578 0.087
H 0.93305 1.40777 0.26410 -0.069 0.435 0.310 0.098
H -1.13357 0.05728 -2.31528 0.478 0.198 0.394 0.037
H -2.25780 -0.30800 0.81036 -0.066 0.106 -0.200 0.082
H 0.21472 -0.85057 2.29513 -0.156 -0.042 -0.211 -0.146
N 1.45176 -0.53647 -0.03297 0.249 -1.969 0.761 -0.008
N -1.53322 -0.01960 -1.38565 -0.002 0.186 0.636 0.109
N -1.36535 0.16335 0.83437 -1.090 -0.571 1.895 -0.387
S -0.67505 0.16131 2.37540 0.346 0.437 0.134 0.754
```
Forces are in eV/Å.

***

DFT (ωB97M-V/def2-TZVPD) results for 2 unconnected molecules or ions with the total composition C4H8N2S.

Calculated values
Multiplicity ... 1
Molar mass ... 116.2 g/mol
Net charge ... 0
ΔE to the lowest compared entry with this formula, charge and spin ... 2.950 eV

Structure (XYZ):
```
15
Properties=species:S:1:pos:R:3:forces:R:3:lowdin_charge:R:1
C -0.24543 2.06078 0.06183 -1.076 2.677 -1.709 -0.306
C 1.25656 -0.12772 -0.67342 -2.197 3.315 -0.421 -0.171
C -1.07381 -0.20568 0.93221 2.023 -0.576 -1.081 -0.527
C 0.03577 0.85136 0.72000 1.248 -2.703 -0.565 -0.283
N -0.53063 3.00523 -0.58189 0.805 -2.170 1.513 0.133
N 1.38398 -1.46097 -0.64645 3.213 -1.413 3.217 0.011
S -2.03815 -0.68963 -0.57122 1.033 -0.811 0.698 0.704
H 2.13884 0.56235 -0.56506 -0.869 -1.130 -0.221 0.114
H 0.55073 0.07201 -1.52338 1.075 0.598 0.775 0.088
H -1.67900 -0.17015 1.80345 -0.752 0.668 0.623 0.048
H -0.39376 -1.07002 1.13973 -0.938 -0.016 -0.360 0.059
H 0.73268 0.88335 1.57907 -0.586 0.342 -0.422 0.114
H 1.97644 -1.96798 0.06323 -0.879 1.154 -1.173 0.133
H 0.74723 -2.06042 -1.05556 -1.653 -0.861 -1.003 0.053
H -2.86145 0.31748 -0.68253 -0.449 0.925 0.129 -0.171
```
Forces are in eV/Å.

***

DFT (ωB97M-V/def2-TZVPD) results for C5H4O2 in the gas phase.

Calculated values
Multiplicity ... 1
Molar mass ... 96.1 g/mol
Net charge ... 0
ΔE to the lowest compared entry with this formula, charge and spin ... 2.159 eV
Structure (SMILES) ... O=C=C/C=C\C=O

Structure (XYZ):
```
11
Properties=species:S:1:pos:R:3:forces:R:3:lowdin_charge:R:1
O -0.39376 2.04588 -0.81028 -0.188 -0.959 0.152 0.074
C -0.85919 1.14499 -0.14653 -1.231 0.401 -0.319 -0.311
C -1.07953 -0.30248 -0.44905 0.032 -0.160 -0.240 -0.073
C -0.09884 -1.21298 -0.37074 -0.312 0.396 -0.151 -0.100
C 1.20177 -0.74760 0.05626 0.193 0.189 -0.007 -0.075
C 1.28428 0.44937 0.62589 1.866 -0.065 1.048 -0.203
O 1.51839 1.41450 1.22551 -0.345 -0.548 -0.450 0.220
H -1.31839 1.33921 0.83877 -0.015 0.600 0.252 0.128
H -2.13355 -0.56520 -0.42459 0.062 -0.146 -0.329 0.109
H -0.25721 -2.27830 -0.54401 -0.033 0.329 0.183 0.113
H 2.13603 -1.28738 -0.00122 -0.029 -0.035 -0.139 0.118
```
Forces are in eV/Å.

***

Computed max |F| (eV/A) in order:
3.6; 2.6; 4.8; 2.1
Computed LUMO energy (eV) in order:
0.6; 0.9; 0.6; -0.1
Computed orbital gap (eV) in order:
9.69; 9.79; 8.99; 8.55